Entry 1:
{"formula": "C18H7Cl5N3O2RuTe4", "method": "ωB97M-V/def2-TZVPD", "gap_ev": [4.643, 4.565], "s_squared": 0.815, "spin_multiplicity": 2, "de_lowest_ev": 1.455, "charge": 0, "e_homo_ev": [-6.797, -6.726], "e_lumo_ha": [-0.0792, -0.0794], "symbols": ["Ru", "Cl", "C", "C", "C", "Cl", "C", "Cl", "C", "Cl", "C", "Cl", "Te", "Te", "Te", "Te", "O", "N", "O", "C", "C", "C", "C", "C", "C", "N", "C", "C", "N", "C", "C", "C", "C", "H", "H", "H", "H", "H", "H", "H"], "positions_angstrom": [[-1.686, 0.787, -0.668], [-3.560, -1.156, -2.017], [-3.265, -1.669, -0.391], [-2.517, -0.782, 0.383], [-2.418, -1.071, 1.740], [-1.662, 0.095, 2.761], [-2.952, -2.232, 2.292], [-2.835, -2.528, 3.982], [-3.614, -3.142, 1.466], [-4.245, -4.595, 2.118], [-3.789, -2.852, 0.108], [-4.654, -3.930, -0.907], [-3.638, 1.758, 0.611], [-4.916, 3.441, -1.015], [-3.275, 4.006, -3.095], [-1.034, 2.606, -2.518], [5.950, 0.337, 0.341], [4.984, 0.847, 0.907], [5.092, 1.492, 1.953], [3.720, 0.656, 0.327], [3.659, -0.170, -0.806], [2.457, -0.536, -1.389], [2.365, -1.432, -2.493], [1.137, -1.749, -2.996], [-0.013, -1.186, -2.422], [0.038, -0.343, -1.392], [1.234, -0.005, -0.881], [1.298, 0.937, 0.202], [0.150, 1.506, 0.579], [0.117, 2.383, 1.575], [1.256, 2.715, 2.285], [2.462, 2.153, 1.919], [2.530, 1.251, 0.840], [4.587, -0.545, -1.205], [3.274, -1.847, -2.901], [1.032, -2.429, -3.829], [-0.995, -1.422, -2.813], [-0.844, 2.832, 1.805], [1.200, 3.411, 3.106], [3.370, 2.408, 2.440]], "atomic_forces_ev_per_a": [[1.553, -0.110, 0.279], [0.114, 0.257, -0.275], [0.255, -0.003, 0.708], [0.758, -0.357, 0.115], [-0.164, -0.380, -0.325], [0.190, -0.137, 0.483], [-0.122, -0.023, 0.001], [0.033, -0.067, 0.002], [0.042, 0.161, -0.157], [-0.075, -0.159, 0.069], [0.007, 0.076, 0.209], [-0.047, -0.042, -0.104], [-0.540, 0.923, -0.310], [0.077, 0.226, -0.221], [-0.083, -0.211, 0.466], [-0.078, 0.125, -0.179], [-0.557, 0.391, 0.415], [2.683, 0.292, 0.966], [-0.068, -0.615, -0.921], [-1.711, -1.575, -2.531], [1.355, 1.311, 2.107], [-2.141, -0.304, -0.771], [0.186, 0.516, 0.672], [-0.193, -0.012, 0.043], [0.348, 0.160, 0.317], [-0.916, 0.097, -0.509], [1.277, -0.335, -0.110], [0.508, 0.024, 0.178], [-2.099, -0.197, -0.334], [-0.307, -0.215, -0.521], [0.658, -0.199, -0.180], [-0.205, 0.251, 0.204], [-0.711, 0.244, 0.213], [0.057, -0.104, 0.028], [0.072, -0.065, -0.092], [-0.021, 0.013, -0.009], [0.034, 0.084, 0.099], [0.044, -0.150, -0.088], [-0.007, 0.073, 0.047], [-0.205, 0.035, 0.017]], "mulliken_charge": [-0.2569, -0.1527, 1.1912, -1.9259, 1.5398, -0.1295, -0.2012, -0.1898, 0.6753, -0.1865, -0.2140, -0.1968, 0.0734, -0.0204, -0.0661, -0.1450, -0.6365, 1.0453, -0.6311, -0.5533, -0.6175, 0.7448, -0.6705, -1.0068, -0.2389, 0.4085, -0.3499, 0.5046, 0.2559, -0.4555, -0.9442, -0.4655, 0.5439, 0.5785, 0.4742, 0.4251, 0.3464, 0.3864, 0.4437, 0.6172]}

Entry 2:
{"formula": "C18H8F5N3O3Re", "method": "ωB97M-V/def2-TZVPD", "gap_ev": [6.815, 7.150], "s_squared": 0.782, "spin_multiplicity": 2, "de_lowest_ev": 0.216, "charge": 2, "e_homo_ev": [-16.084, -16.120], "e_lumo_ha": [-0.3406, -0.3296], "symbols": ["Re", "O", "C", "N", "C", "O", "C", "C", "C", "C", "C", "N", "C", "C", "C", "C", "C", "N", "H", "H", "H", "H", "H", "H", "H", "H", "F", "C", "C", "F", "C", "F", "C", "O", "C", "F", "C", "F"], "positions_angstrom": [[-0.625, 0.039, 0.042], [-1.580, 3.371, 2.044], [-1.317, 2.556, 1.226], [-1.385, 1.136, 1.403], [-1.859, 0.513, 2.605], [-2.203, 1.083, 3.584], [-1.894, -0.977, 2.454], [-2.426, -1.787, 3.425], [-2.497, -3.155, 3.180], [-2.036, -3.657, 1.968], [-1.508, -2.787, 1.037], [-1.420, -1.466, 1.282], [-0.895, 2.908, -0.172], [-0.894, 4.210, -0.605], [-0.590, 4.459, -1.940], [-0.311, 3.396, -2.791], [-0.325, 2.112, -2.290], [-0.589, 1.871, -0.991], [-2.785, -1.340, 4.342], [-2.919, -3.821, 3.920], [-2.087, -4.712, 1.740], [-1.128, -3.127, 0.083], [-1.147, 4.995, 0.094], [-0.588, 5.473, -2.317], [-0.091, 3.557, -3.837], [-0.117, 1.248, -2.907], [4.715, -2.352, -3.159], [3.850, -1.859, -2.292], [4.292, -1.382, -1.068], [5.576, -1.426, -0.785], [3.379, -0.860, -0.150], [3.772, -0.392, 1.023], [2.044, -0.829, -0.487], [1.075, -0.327, 0.370], [1.635, -1.316, -1.699], [0.269, -1.224, -1.886], [2.500, -1.832, -2.637], [2.107, -2.296, -3.809]], "atomic_forces_ev_per_a": [[-0.422, -0.201, -0.017], [-0.050, 0.034, 0.084], [-0.032, 0.069, 0.296], [-0.048, -0.017, -0.121], [-0.067, 0.287, 0.074], [-0.048, 0.049, 0.104], [0.050, -0.138, -0.171], [0.001, 0.038, 0.110], [0.045, -0.056, -0.127], [-0.010, -0.008, 0.115], [0.115, 0.085, -0.096], [-0.573, 0.302, -0.429], [0.030, -0.068, -0.159], [0.019, 0.011, 0.030], [0.017, -0.029, -0.053], [0.016, 0.063, 0.007], [0.072, -0.177, 0.071], [-0.554, -0.284, 0.206], [0.002, -0.003, -0.007], [-0.009, -0.002, 0.012], [0.003, -0.003, 0.007], [-0.044, -0.026, -0.005], [0.005, 0.012, -0.005], [-0.003, 0.006, -0.007], [0.008, -0.001, 0.002], [-0.014, 0.029, -0.043], [-0.273, 0.190, 0.337], [0.306, -0.235, -0.434], [0.101, 0.087, 0.232], [-0.223, 0.058, 0.061], [0.545, 0.154, 0.477], [-0.003, -0.148, -0.321], [-0.047, 0.006, 0.413], [1.876, 0.023, -0.154], [-0.598, -0.152, -0.595], [0.034, -0.016, -0.081], [-0.129, -0.099, -0.126], [-0.099, 0.157, 0.314]], "mulliken_charge": [1.2255, -0.4535, 0.0525, -0.1098, 0.1165, -0.4527, 0.7282, -0.6356, -0.2174, -0.7587, 0.0434, -0.1049, 0.7733, -0.6362, -0.2175, -0.7759, 0.0324, -0.0949, 0.5310, 0.4758, 0.4199, 0.5284, 0.5386, 0.4771, 0.4223, 0.5382, -0.2330, 0.6772, 0.1884, -0.2174, 0.3795, -0.2521, -0.1991, -0.7175, 0.7727, -0.4531, -0.1542, -0.2376]}

Entry 3:
{"formula": "C18H9BF9N2OsS", "method": "ωB97M-V/def2-TZVPD", "gap_ev": [5.185, 5.463], "de_lowest_ev": 1.459, "charge": 1, "e_homo_ev": [-11.846, -11.849], "e_lumo_ha": [-0.2448, -0.2347], "symbols": ["Os", "F", "C", "C", "F", "C", "F", "C", "S", "C", "F", "C", "F", "C", "C", "C", "C", "C", "C", "N", "N", "C", "C", "C", "C", "C", "C", "H", "H", "H", "H", "H", "H", "H", "H", "H", "F", "B", "F", "F", "F"], "positions_angstrom": [[-0.179, 0.066, -0.022], [6.075, 2.863, 0.060], [4.762, 2.737, 0.012], [4.173, 1.468, -0.027], [4.915, 0.372, -0.018], [2.790, 1.376, -0.068], [2.182, 0.145, -0.100], [1.948, 2.490, -0.078], [0.202, 2.357, -0.137], [2.561, 3.751, -0.050], [1.806, 4.838, -0.060], [3.949, 3.875, 0.003], [4.499, 5.076, 0.050], [-4.875, -0.040, -2.930], [-3.497, -0.016, -3.169], [-2.615, 0.037, -2.118], [-3.094, 0.056, -0.788], [-4.493, -0.004, -0.557], [-5.359, -0.042, -1.623], [-2.228, 0.189, 0.242], [-2.672, 0.135, 1.479], [-1.752, 0.075, 2.420], [-2.081, 0.007, 3.795], [-1.077, -0.045, 4.731], [0.261, -0.023, 4.337], [0.613, 0.044, 2.979], [-0.363, 0.084, 2.025], [-5.562, -0.048, -3.762], [-3.130, -0.026, -4.183], [-1.541, 0.061, -2.296], [-4.845, 0.002, 0.462], [-6.424, -0.065, -1.445], [-3.124, -0.003, 4.065], [-1.322, -0.102, 5.780], [1.043, -0.062, 5.078], [1.662, 0.042, 2.712], [-0.553, -3.834, 1.156], [-0.054, -4.032, -0.037], [-0.291, -1.795, -0.453], [-0.838, -4.357, -1.024], [1.240, -4.021, -0.198]], "atomic_forces_ev_per_a": [[-0.017, 2.363, 2.922], [-0.326, -0.085, -0.005], [-0.408, 0.069, -0.032], [-0.321, -0.087, -0.004], [0.033, 0.095, 0.004], [-0.240, 0.538, 0.069], [0.199, -0.160, -0.072], [0.606, -0.082, -0.196], [-0.730, -2.086, -0.085], [0.144, -0.436, 0.029], [0.107, 0.030, -0.011], [-0.131, -0.191, 0.013], [-0.005, -0.103, -0.022], [0.490, 0.034, 0.207], [-0.611, 0.005, -0.165], [0.218, 0.036, 1.106], [-2.359, 0.212, -1.998], [0.879, 0.096, 0.024], [-0.015, -0.035, -0.304], [2.097, -0.824, 3.810], [-1.595, 0.181, -4.203], [3.014, 0.096, 1.600], [-0.302, 0.090, -1.352], [0.537, 0.000, 0.112], [-0.132, 0.036, -0.531], [0.645, -0.186, 0.821], [-1.256, -0.109, -1.493], [-0.065, -0.052, -0.080], [0.058, -0.014, -0.071], [-0.163, 0.008, -0.150], [-0.098, 0.001, 0.009], [-0.064, -0.019, 0.023], [-0.140, -0.017, 0.101], [-0.028, -0.003, 0.066], [0.065, -0.005, 0.087], [0.024, 0.010, -0.047], [-0.326, 0.083, 0.797], [-0.069, -0.041, 0.085], [-0.096, 0.752, -0.276], [-0.504, -0.231, -0.657], [0.885, 0.029, -0.131]], "mulliken_charge": [1.5855, -0.2492, 0.6342, -0.1761, -0.2570, 0.2250, -0.3818, 0.3530, -0.3574, 0.2653, -0.2829, 0.2385, -0.2463, -0.4287, -0.9153, -0.2814, 0.8309, -0.1654, -0.6870, 0.3010, -0.6320, 0.5214, -0.5106, -0.5093, -0.6786, -0.4026, -0.0680, 0.4141, 0.3876, 0.2898, 0.4636, 0.3902, 0.5098, 0.4104, 0.4435, 0.4627, -0.2079, 0.6730, -0.5442, -0.2130, -0.2047]}

Entry 4:
{"formula": "C18H9F6N2O4S2", "method": "ωB97M-V/def2-TZVPD", "gap_ev": 6.570, "de_lowest_ev": 2.675, "charge": -1, "e_homo_ev": -4.568, "e_lumo_ha": 0.0736, "symbols": ["F", "C", "F", "F", "S", "C", "C", "C", "C", "C", "C", "N", "C", "C", "O", "O", "H", "H", "H", "H", "H", "F", "C", "F", "F", "S", "N", "C", "O", "C", "C", "C", "C", "C", "C", "C", "O", "H", "H", "H", "H"], "positions_angstrom": [[1.061, 4.894, -1.700], [0.084, 3.991, -1.455], [-0.550, 4.340, -0.298], [-0.804, 3.984, -2.465], [0.900, 2.278, -1.340], [-0.006, 1.379, -0.054], [1.013, 0.673, 0.732], [0.964, 0.522, 2.127], [1.962, -0.175, 2.794], [3.069, -0.708, 2.124], [4.169, -1.311, 2.860], [5.044, -1.797, 3.466], [3.121, -0.566, 0.736], [2.120, 0.108, 0.060], [0.750, 1.530, -2.566], [2.233, 2.617, -0.896], [-0.755, 2.062, 0.392], [0.136, 0.973, 2.675], [1.858, -0.355, 3.854], [3.988, -0.951, 0.197], [2.213, 0.149, -1.025], [-5.893, -1.003, 0.084], [-5.070, 0.032, 0.521], [-5.739, 1.196, 0.293], [-4.889, -0.107, 1.849], [-3.687, -0.214, -0.530], [-2.067, 0.508, -0.081], [-1.546, -0.518, 0.790], [-1.650, -0.541, 1.994], [-0.883, -1.484, -0.091], [-0.791, -0.966, -1.380], [-0.040, -1.590, -2.355], [0.578, -2.813, -2.005], [0.469, -3.339, -0.708], [-0.146, -2.583, 0.307], [-1.476, 0.328, -1.406], [-1.786, 1.045, -2.336], [0.069, -1.124, -3.340], [1.201, -3.344, -2.737], [0.884, -4.325, -0.467], [-0.107, -2.794, 1.378]], "atomic_forces_ev_per_a": [[-1.034, -0.474, 0.092], [-0.192, -0.184, -0.169], [0.593, -0.215, -1.162], [0.522, 0.443, 0.740], [-0.337, -1.309, 1.319], [1.953, 1.999, -0.715], [0.125, 0.506, -0.137], [0.295, -0.030, -0.045], [-0.251, -0.117, 0.135], [0.116, 0.069, 0.208], [0.908, -0.768, 0.800], [-1.639, 0.945, -1.182], [0.265, 0.149, -0.125], [0.220, -0.867, 0.012], [0.557, 1.150, -0.263], [-0.012, 0.535, -0.448], [1.014, -0.525, 0.101], [0.247, -0.258, -0.076], [0.113, 0.205, 0.172], [-0.307, 0.068, 0.072], [-0.164, 0.052, 0.367], [0.229, 1.156, 0.701], [-0.691, -0.136, 0.437], [0.218, -0.780, 0.547], [-0.287, 0.267, -0.789], [0.260, -0.830, -1.043], [-3.846, -0.069, 0.949], [-0.145, -0.401, 0.560], [-0.290, 0.135, -1.006], [1.483, -0.426, 0.019], [0.334, -0.829, -0.066], [0.305, -0.425, -0.014], [-0.212, 0.150, 0.061], [0.220, 0.203, 0.220], [-0.602, -0.300, -0.369], [0.471, 1.578, -0.474], [-0.130, -0.763, 0.435], [0.026, -0.260, 0.425], [-0.448, 0.176, 0.237], [0.137, 0.571, -0.136], [-0.019, -0.389, -0.390]], "mulliken_charge": [-0.2162, 0.7009, -0.2387, -0.2265, 0.9057, -1.0103, 1.0954, -0.3158, -0.8905, 0.5311, -0.1022, -0.6265, -1.1341, -0.1273, -0.5985, -0.6732, 0.6239, 0.4846, 0.4185, 0.4211, 0.4407, -0.2528, 0.8430, -0.2250, -0.2027, -0.3107, -0.2594, 0.1209, -0.6391, 0.6745, 1.1196, -0.5986, -0.4972, -0.7438, -0.6732, 0.1638, -0.6827, 0.4488, 0.3788, 0.3935, 0.4801]}

Entry 5:
{"formula": "C19H10BF3N3O9Ta", "method": "ωB97M-V/def2-TZVPD", "gap_ev": 5.566, "de_lowest_ev": 0.000, "charge": 2, "e_homo_ev": -14.536, "e_lumo_ha": -0.3296, "symbols": ["Ta", "O", "C", "O", "C", "C", "C", "C", "C", "C", "O", "N", "O", "O", "N", "O", "O", "H", "H", "O", "B", "O", "C", "C", "C", "C", "C", "C", "H", "H", "H", "H", "F", "C", "F", "F", "C", "C", "C", "N", "C", "C", "H", "H", "H", "H"], "positions_angstrom": [[0.100, -0.677, -0.505], [3.832, -2.084, -0.897], [2.898, -1.786, -0.269], [1.654, -1.463, -1.018], [2.752, -1.727, 1.207], [3.870, -2.150, 1.930], [3.835, -2.122, 3.306], [2.732, -1.700, 4.018], [1.614, -1.305, 3.305], [1.632, -1.302, 1.921], [0.509, -0.829, 1.252], [0.401, -0.906, 4.046], [0.573, -0.383, 5.113], [-0.667, -1.158, 3.519], [5.043, -2.567, 4.057], [5.981, -2.927, 3.389], [4.965, -2.526, 5.259], [4.761, -2.491, 1.418], [2.735, -1.683, 5.101], [-0.394, 2.064, -1.881], [0.410, 1.528, -0.912], [1.255, 2.410, -0.325], [0.980, 3.617, -0.974], [1.556, 4.850, -0.766], [1.074, 5.878, -1.564], [0.069, 5.669, -2.514], [-0.504, 4.421, -2.714], [-0.015, 3.412, -1.914], [2.332, 5.004, -0.030], [1.486, 6.870, -1.449], [-0.270, 6.505, -3.110], [-1.280, 4.251, -3.446], [-6.333, -1.103, -2.957], [-5.868, -2.154, -2.284], [-5.886, -3.220, -3.078], [-6.642, -2.377, -1.230], [-4.431, -1.866, -1.857], [-3.481, -1.623, -2.844], [-2.194, -1.340, -2.461], [-1.840, -1.298, -1.152], [-2.769, -1.549, -0.194], [-4.075, -1.834, -0.515], [-3.742, -1.652, -3.894], [-1.420, -1.134, -3.194], [-2.440, -1.518, 0.842], [-4.799, -2.027, 0.264]], "atomic_forces_ev_per_a": [[0.133, -0.215, -0.081], [0.029, 0.056, -0.038], [0.059, -0.187, -0.042], [-0.323, 0.230, 0.074], [0.106, 0.015, 0.141], [-0.024, 0.013, -0.082], [0.016, -0.007, 0.053], [-0.019, 0.002, 0.004], [0.091, -0.082, -0.079], [-0.173, 0.053, 0.103], [0.020, 0.028, -0.153], [-0.010, 0.041, 0.045], [-0.017, -0.022, -0.013], [-0.014, 0.002, 0.008], [-0.050, 0.013, -0.017], [0.016, -0.003, -0.004], [0.010, -0.001, 0.016], [0.002, 0.000, 0.002], [0.013, -0.007, -0.001], [-0.058, -0.029, -0.074], [0.058, 0.045, 0.038], [0.047, 0.044, 0.006], [-0.045, 0.007, -0.042], [0.008, -0.033, 0.017], [-0.008, 0.018, -0.014], [0.009, 0.022, 0.001], [-0.004, -0.034, 0.005], [0.036, 0.032, 0.035], [0.000, 0.002, 0.000], [0.005, -0.002, 0.004], [-0.003, -0.003, -0.003], [0.000, 0.004, 0.000], [-0.004, -0.005, 0.001], [-0.013, 0.019, 0.002], [0.014, -0.015, -0.009], [0.001, -0.003, 0.006], [-0.011, -0.006, -0.004], [0.008, 0.000, 0.009], [0.017, 0.017, -0.007], [0.085, -0.010, 0.110], [-0.013, -0.007, 0.011], [0.012, -0.001, -0.018], [0.001, 0.006, -0.001], [-0.003, -0.004, -0.007], [-0.007, 0.000, -0.001], [0.001, 0.004, 0.003]], "mulliken_charge": [1.8040, -0.3559, 0.7134, -0.6849, 0.7392, -0.9855, -0.4489, -0.2924, -0.3195, 0.8932, -0.3512, 0.9459, -0.4897, -0.5443, 1.0546, -0.5699, -0.5669, 0.6296, 0.6400, -0.3143, 0.1132, -0.3648, 0.8140, -0.9758, -0.5147, -0.5388, -0.9712, 0.7823, 0.4994, 0.4138, 0.4145, 0.4843, -0.2122, 0.7302, -0.2125, -0.2467, 0.4258, -0.8545, -0.0911, -0.4592, -0.1735, -0.6877, 0.4807, 0.5104, 0.5880, 0.5494]}